# 1
{
  "formula": "C11H9N7OSTl",
  "method": "wB97M-V/def2-TZVPD",
  "gap_ev": [6.44, 6.31],
  "multiplicity": 1,
  "total_charge": 1,
  "lumo_ev": [-5.7, -5.9],
  "elements": ["Tl", "N", "C", "S", "N", "N", "C", "C", "C", "C", "C", "C", "N", "H", "H", "H", "H", "H", "H", "H", "N", "C", "O", "C", "C", "N", "C", "N", "H", "H"],
  "xyz": [[-0.093, -1.000, -0.587], [0.446, -1.462, 4.383], [-0.074, -1.302, 3.166], [-0.202, -2.581, 2.071], [-0.412, 0.004, 2.909], [-1.124, 0.251, 1.867], [-2.106, 1.048, 1.770], [-2.741, 1.336, 0.467], [-3.862, 2.144, 0.425], [-4.499, 2.339, -0.795], [-3.984, 1.728, -1.921], [-2.842, 0.946, -1.786], [-2.234, 0.749, -0.622], [0.679, -2.391, 4.690], [0.453, -0.705, 5.048], [-2.525, 1.510, 2.660], [-4.232, 2.609, 1.332], [-5.386, 2.957, -0.856], [-4.454, 1.844, -2.889], [-2.404, 0.456, -2.650], [3.128, -1.067, 1.970], [2.756, 0.109, 1.460], [1.830, 0.278, 0.680], [3.542, 1.307, 1.909], [4.228, 1.278, 3.144], [4.743, 1.182, 4.175], [3.525, 2.473, 1.127], [3.514, 3.435, 0.484], [3.909, -1.152, 2.599], [2.589, -1.889, 1.751]],
  "nbo_charge": [0.821, -0.733, 0.231, -0.229, -0.196, -0.170, 0.110, 0.114, -0.195, -0.140, -0.219, 0.061, -0.469, 0.426, 0.420, 0.209, 0.235, 0.242, 0.244, 0.208, -0.773, 0.660, -0.652, -0.146, 0.203, -0.180, 0.221, -0.157, 0.424, 0.429]
}


# 2
{
  "formula": "C64H50N10O4P2SSeZr",
  "method": "wB97M-V/def2-TZVPD",
  "gap_ev": 6.31,
  "multiplicity": 1,
  "total_charge": 2,
  "lumo_ev": -5.7,
  "elements": ["Zr", "C", "O", "C", "C", "C", "C", "C", "C", "N", "N", "C", "C", "C", "C", "O", "C", "N", "C", "C", "C", "C", "H", "H", "H", "H", "H", "H", "H", "H", "H", "H", "H", "H", "C", "C", "C", "C", "C", "C", "C", "S", "O", "O", "N", "C", "C", "C", "C", "C", "N", "H", "H", "H", "H", "H", "H", "H", "H", "H", "H", "H", "Se", "N", "C", "C", "C", "C", "C", "N", "C", "C", "N", "C", "C", "C", "C", "C", "N", "H", "H", "H", "H", "H", "H", "N", "P", "C", "C", "C", "C", "C", "C", "C", "C", "C", "C", "C", "C", "P", "C", "C", "C", "C", "C", "C", "C", "C", "C", "C", "C", "C", "H", "H", "H", "H", "H", "H", "H", "H", "H", "H", "H", "H", "H", "H", "H", "H", "H", "H", "H", "H", "H"],
  "xyz": [[0.417, -0.460, -0.277], [3.683, 7.165, 4.328], [3.135, 7.683, 3.127], [1.900, 7.288, 2.764], [1.370, 7.913, 1.628], [0.091, 7.619, 1.218], [-0.656, 6.634, 1.872], [-0.126, 6.008, 2.995], [1.137, 6.350, 3.458], [-2.010, 6.509, 1.442], [-2.598, 5.432, 1.371], [-1.945, 4.171, 1.467], [-2.195, 3.298, 2.492], [-1.803, 1.947, 2.420], [-1.192, 1.473, 1.292], [-0.868, 0.188, 1.067], [-0.868, 2.367, 0.254], [-0.192, 1.821, -0.799], [0.023, 2.583, -1.853], [-0.381, 3.923, -1.919], [-1.015, 4.490, -0.845], [-1.265, 3.711, 0.303], [4.657, 7.633, 4.439], [3.808, 6.079, 4.269], [3.059, 7.418, 5.187], [1.965, 8.664, 1.127], [-0.359, 8.149, 0.389], [-0.721, 5.312, 3.566], [1.493, 5.920, 4.385], [-2.743, 3.646, 3.358], [-2.045, 1.263, 3.224], [0.542, 2.129, -2.687], [-0.193, 4.487, -2.821], [-1.348, 5.520, -0.882], [-5.295, 2.969, -3.948], [-4.122, 2.039, -3.835], [-3.675, 1.594, -2.590], [-2.617, 0.708, -2.492], [-1.980, 0.272, -3.646], [-2.403, 0.701, -4.896], [-3.473, 1.579, -4.979], [-0.678, -0.904, -3.553], [-1.214, -2.094, -2.939], [-0.063, -1.043, -4.842], [0.355, -0.247, -2.474], [1.726, -0.183, -2.680], [2.435, -0.090, -3.883], [3.807, 0.024, -3.810], [4.460, 0.055, -2.575], [3.699, -0.037, -1.439], [2.364, -0.167, -1.493], [-5.564, 3.392, -2.982], [-6.163, 2.434, -4.335], [-5.084, 3.786, -4.638], [-4.167, 1.943, -1.690], [-2.309, 0.347, -1.515], [-1.895, 0.353, -5.784], [-3.808, 1.916, -5.951], [1.913, -0.115, -4.824], [4.380, 0.094, -4.725], [5.533, 0.152, -2.506], [4.139, -0.036, -0.449], [1.628, 2.175, 7.130], [1.177, 0.578, 6.502], [1.348, 0.610, 5.205], [1.107, -0.531, 4.330], [0.786, -1.789, 4.849], [0.658, -2.835, 3.975], [0.788, -2.593, 2.608], [1.045, -1.402, 2.083], [1.247, -0.380, 2.953], [1.709, 0.894, 2.401], [1.843, 0.970, 1.065], [2.349, 2.088, 0.540], [2.735, 3.186, 1.296], [2.570, 3.127, 2.663], [2.045, 1.969, 3.232], [1.825, 1.845, 4.664], [2.037, 2.812, 5.522], [0.673, -1.908, 5.918], [0.444, -3.837, 4.317], [0.670, -3.402, 1.906], [2.451, 2.109, -0.535], [3.139, 4.062, 0.811], [2.847, 3.952, 3.308], [-0.047, -3.671, -0.140], [-1.408, -2.620, -0.076], [-2.747, -3.435, -1.002], [-2.851, -4.823, -0.978], [-3.917, -5.451, -1.603], [-4.895, -4.696, -2.233], [-4.802, -3.312, -2.244], [-3.727, -2.683, -1.637], [-2.101, -2.835, 1.594], [-2.945, -1.829, 2.059], [-3.617, -1.980, 3.263], [-3.454, -3.139, 4.008], [-2.631, -4.154, 3.540], [-1.959, -4.003, 2.337], [1.106, -3.137, -1.317], [0.873, -4.470, -2.549], [0.581, -4.271, -3.892], [0.400, -5.365, -4.729], [0.506, -6.653, -4.233], [0.821, -6.857, -2.895], [1.018, -5.773, -2.060], [2.827, -3.496, -0.808], [3.708, -3.780, -1.855], [5.077, -3.827, -1.638], [5.592, -3.598, -0.371], [4.727, -3.314, 0.676], [3.359, -3.246, 0.455], [-0.253, -4.667, -0.187], [-2.118, -5.438, -0.470], [-3.984, -6.530, -1.591], [-5.730, -5.187, -2.713], [-5.561, -2.720, -2.738], [-3.650, -1.604, -1.677], [-3.092, -0.929, 1.474], [-4.275, -1.196, 3.615], [-3.980, -3.260, 4.946], [-2.523, -5.069, 4.107], [-1.330, -4.809, 1.977], [0.488, -3.276, -4.298], [0.172, -5.203, -5.774], [0.355, -7.501, -4.887], [0.932, -7.861, -2.507], [1.316, -5.947, -1.031], [3.329, -3.982, -2.849], [5.739, -4.059, -2.461], [6.658, -3.654, -0.198], [5.116, -3.147, 1.672], [2.715, -3.017, 1.287]],
  "mulliken_charge": [-2.067, -0.731, -0.455, 0.968, -0.817, -0.353, 0.060, -0.370, -0.505, -0.316, -0.570, 0.162, -0.766, -0.445, -0.255, 1.938, -0.364, 1.912, -0.355, -1.805, -0.921, 0.596, 0.283, 0.228, 0.343, 0.495, 0.516, 0.489, 0.436, 0.632, 0.604, 0.337, 0.574, 0.726, -1.646, 0.442, -0.529, -0.224, -0.091, -0.396, -0.962, 1.572, -0.320, -0.809, 0.672, -0.516, -1.146, -0.801, -1.307, -0.373, 1.131, 0.377, 0.322, 0.413, 0.463, -0.289, 0.607, 0.447, 0.756, 0.508, 0.547, 0.483, 0.294, -0.879, 0.850, 1.057, -1.209, -1.626, -0.497, 1.078, -0.473, -0.487, 1.009, -0.577, -1.362, -0.483, 0.529, 0.586, -0.821, 0.595, 0.569, 0.985, 0.465, 0.562, 0.651, 0.368, -0.773, 1.801, -0.609, -0.889, -0.750, -0.656, -0.257, 1.456, -0.541, -0.773, -0.784, -0.708, -0.342, 1.812, 0.923, 0.011, -0.811, -0.643, -0.987, -0.775, 0.205, -1.196, -0.733, -0.689, -0.632, -0.680, 0.565, 0.269, 0.479, 0.416, 0.514, 0.179, 0.491, 0.516, 0.436, 0.520, 0.292, 0.343, 0.490, 0.439, 0.476, 0.446, 0.517, 0.463, 0.434, 0.480, 0.537]
}


# 3
{
  "formula": "C4H4CrO2",
  "method": "wB97M-V/def2-TZVPD",
  "gap_ev": [6.28, 6.81],
  "multiplicity": 5,
  "s2": 6.012,
  "total_charge": 4,
  "lumo_ev": [-25.2, -25.1],
  "elements": ["H", "O", "C", "C", "C", "C", "H", "H", "H", "O", "Cr"],
  "xyz": [[0.419, -0.766, -1.662], [-2.980, 1.328, -0.262], [-2.132, 0.696, 0.098], [-1.047, -0.064, 0.582], [0.284, 0.121, -0.071], [0.989, -1.010, -0.661], [-1.276, -0.806, 1.357], [0.727, -1.942, -0.136], [2.062, -0.833, -0.763], [0.755, 1.052, 0.624], [2.200, 2.223, 0.892]],
  "nbo_charge": [0.378, 0.166, 0.783, 0.291, 0.604, -0.675, 0.420, 0.395, 0.355, -0.620, 1.902]
}


# 4
{
  "formula": "C4H8N2O",
  "method": "wB97M-V/def2-TZVPD",
  "gap_ev": [8.40, 8.40],
  "multiplicity": 1,
  "lumo_ev": [0.9, 0.9],
  "elements": ["N", "C", "O", "C", "N", "C", "C", "H", "H", "H", "H", "H", "H", "H", "H"],
  "xyz": [[2.125, -0.718, -1.579], [1.045, -1.152, -0.868], [1.067, -2.075, -0.076], [0.347, 1.017, 1.216], [-0.716, 0.814, 0.515], [-1.936, 0.023, 0.553], [-1.459, 0.831, -0.597], [2.944, -1.305, -1.615], [1.987, -0.046, -2.318], [0.489, 0.443, 2.123], [1.091, 1.720, 0.862], [-1.790, -1.059, 0.539], [-2.673, 0.382, 1.277], [0.140, -0.555, -1.091], [-1.845, 1.702, -1.108]],
  "nbo_charge": [-0.832, 0.504, -0.625, -0.220, -0.215, -0.238, -0.278, 0.395, 0.391, 0.205, 0.195, 0.198, 0.181, 0.132, 0.210]
}


# 5
{
  "formula": "C2H4O2",
  "method": "wB97M-V/def2-TZVPD",
  "gap_ev": 10.73,
  "multiplicity": 1,
  "lumo_ev": 0.4,
  "smiles": "C=O.C=O",
  "elements": ["C", "O", "H", "H", "C", "O", "H", "H"],
  "xyz": [[1.804, 0.738, -0.526], [2.760, 1.164, -1.154], [1.986, -0.029, 0.161], [0.772, 1.070, -0.637], [-2.492, -1.025, 0.324], [-1.941, -0.774, 1.388], [-3.061, -1.991, 0.245], [-2.120, -0.450, -0.429]],
  "nbo_charge": [0.273, -0.492, 0.110, 0.109, 0.243, -0.498, 0.130, 0.126]
}


# 6
{
  "formula": "C28H56N10O3SSi3Ti",
  "method": "wB97M-V/def2-TZVPD",
  "gap_ev": [5.94, 7.33],
  "multiplicity": 3,
  "s2": 2.004,
  "lumo_ev": [0.0, 0.0],
  "elements": ["Ti", "C", "O", "Si", "C", "C", "C", "Si", "C", "C", "C", "Si", "C", "C", "C", "H", "H", "H", "H", "H", "H", "H", "H", "H", "H", "H", "H", "H", "H", "H", "H", "H", "H", "H", "H", "H", "H", "H", "H", "H", "H", "H", "C", "N", "C", "C", "N", "C", "S", "H", "H", "H", "H", "H", "H", "C", "N", "C", "C", "C", "O", "H", "H", "H", "H", "H", "H", "H", "H", "H", "C", "N", "C", "N", "C", "N", "C", "N", "C", "C", "H", "H", "H", "H", "H", "H", "H", "H", "H", "H", "H", "H", "N", "C", "O", "C", "C", "N", "C", "N", "H", "H"],
  "xyz": [[1.570, 0.278, 0.556], [-0.377, -2.825, 2.742], [0.467, -2.167, 1.770], [1.166, -2.922, 0.385], [-0.319, -3.223, -0.692], [2.003, -4.542, 0.845], [2.408, -1.561, -0.219], [4.054, -1.319, 0.747], [5.479, -2.476, 0.184], [4.576, 0.479, 0.732], [3.837, -1.716, 2.617], [2.551, -1.492, -2.077], [2.548, -3.171, -2.931], [4.133, -0.644, -2.716], [1.156, -0.599, -3.031], [0.213, -3.265, 3.547], [-1.019, -3.571, 2.275], [-0.925, -1.993, 3.205], [-1.092, -3.717, -0.094], [-0.083, -3.876, -1.576], [-0.803, -2.317, -1.060], [2.452, -5.007, -0.030], [1.286, -5.292, 1.203], [2.755, -4.474, 1.635], [6.360, -2.177, 0.726], [5.658, -2.392, -0.895], [5.287, -3.520, 0.402], [4.405, 1.104, -0.147], [5.672, 0.387, 0.711], [4.396, 1.050, 1.639], [4.545, -2.507, 2.929], [2.809, -1.973, 2.941], [4.112, -0.819, 3.171], [3.150, -3.924, -2.355], [3.153, -2.981, -3.808], [1.578, -3.651, -3.183], [4.804, -0.123, -2.022], [3.747, 0.057, -3.480], [4.723, -1.409, -3.228], [1.504, -0.579, -4.049], [1.062, 0.456, -2.740], [0.182, -1.057, -2.943], [-3.210, 0.224, -5.489], [-3.923, 1.097, -4.572], [-5.311, 1.216, -4.420], [-5.556, 2.245, -3.547], [-4.339, 2.825, -3.272], [-3.307, 2.130, -3.854], [-1.689, 2.470, -3.837], [-2.840, -0.637, -4.945], [-2.344, 0.755, -5.892], [-3.856, -0.068, -6.322], [-6.011, 0.471, -4.861], [-6.479, 2.604, -3.127], [-4.148, 3.611, -2.663], [1.662, 0.510, 5.025], [1.170, 1.734, 4.319], [1.047, 2.889, 5.239], [0.657, 1.723, 3.107], [-0.222, 2.827, 2.607], [0.999, 0.696, 2.336], [1.070, 0.417, 5.966], [2.699, 0.647, 5.316], [1.628, -0.396, 4.425], [1.624, 2.675, 6.171], [0.031, 3.039, 5.547], [1.411, 3.808, 4.766], [-1.024, 3.201, 3.295], [-0.758, 2.293, 1.808], [0.298, 3.691, 2.154], [-2.817, 0.277, 1.964], [-2.480, -0.024, 0.596], [-3.055, 0.964, -0.282], [-4.525, 1.065, -0.151], [-4.803, 1.386, 1.275], [-4.252, 0.357, 2.217], [-4.829, -0.944, 1.845], [-4.544, -1.262, 0.473], [-3.091, -1.301, 0.218], [-5.085, -0.235, -0.399], [-2.404, 1.269, 2.257], [-2.362, -0.481, 2.629], [-2.842, 0.703, -1.333], [-2.612, 1.939, -0.033], [-5.875, 1.489, 1.446], [-4.323, 2.342, 1.529], [-5.921, -0.899, 2.005], [-4.428, -1.747, 2.503], [-2.896, -1.528, -0.836], [-2.750, -2.123, 0.873], [-6.182, -0.087, -0.281], [-4.832, -0.537, -1.416], [3.293, 2.549, -2.066], [2.289, 2.764, -1.169], [1.788, 1.744, -0.540], [1.815, 4.114, -1.025], [0.554, 4.380, -0.503], [-0.539, 4.702, -0.174], [2.633, 5.119, -1.531], [3.442, 5.833, -2.037], [3.401, 1.620, -2.497], [3.770, 3.324, -2.527]],
  "mulliken_spin": [1.474, 0.006, 0.075, -0.013, 0.021, -0.001, 0.038, 0.010, 0.012, 0.093, 0.021, 0.011, 0.003, 0.001, 0.033, 0.002, 0.000, -0.002, 0.003, 0.001, 0.006, 0.000, 0.000, 0.000, 0.000, -0.002, -0.001, -0.019, 0.012, -0.016, 0.000, -0.012, 0.006, 0.000, 0.000, 0.000, 0.000, 0.001, 0.000, 0.002, -0.002, 0.001, 0.000, 0.000, 0.000, 0.000, 0.000, -0.001, 0.000, 0.000, 0.000, 0.000, 0.000, 0.000, 0.000, 0.005, -0.012, 0.000, -0.081, 0.001, 0.152, 0.000, 0.001, -0.005, 0.000, 0.000, 0.000, -0.001, 0.020, 0.004, 0.018, 0.048, 0.018, 0.000, 0.001, 0.000, -0.001, 0.000, 0.006, -0.001, 0.006, -0.007, -0.018, 0.011, 0.000, 0.000, 0.000, 0.000, -0.002, -0.003, 0.000, 0.000, 0.013, -0.021, 0.069, 0.014, -0.001, 0.003, -0.001, 0.005, 0.000, 0.000]
}


Energy relative to the best compared isomer or geometry (same formula, charge and spin)
In order: 0.0, 14.4, 0.0, 109.6, 66.6, 0.0
Unit: kcal/mol